[1]
ORCA calculation (wB97M-V/def2-TZVPD) on a gas-phase ion, C10H23N4 (charge +1).

```
37
Properties=species:S:1:pos:R:3:forces:R:3:nbo_charge:R:1
N 4.8501 -1.3646 0.0262 1.7952 -0.9850 0.2045 -0.72
N 3.4784 -1.4363 -0.2798 0.1350 -0.2094 -0.6055 -0.29
N 2.9870 -0.1548 -0.6799 -0.5219 1.1509 2.2395 -0.49
C 3.1355 0.8373 0.5493 0.1662 -1.1882 -1.1874 -0.22
C 2.0815 1.9703 0.5612 1.2018 -2.5058 2.7249 -0.47
C 0.7115 1.3532 0.7471 -0.2978 -0.0790 -2.9834 -0.18
C -0.0749 0.6750 -0.1481 1.1630 1.2630 3.6002 0.16
N 0.4450 0.2118 -1.4022 1.1511 2.4822 -0.4027 -0.77
C -1.5056 0.3549 0.1475 1.2672 -1.3530 -0.7746 -0.26
C -2.3230 0.5586 -1.1391 -2.0220 0.1047 1.4794 -0.43
C -3.8222 0.4657 -0.7162 1.3102 0.5444 3.1535 -0.37
C -3.9686 -0.9367 -0.0171 -1.6407 1.3429 -1.9948 -0.42
C -3.1793 -1.2118 1.2046 2.8746 -0.6555 2.0061 -0.40
C -1.6143 -1.0561 0.8364 -3.0186 1.8964 -2.3528 -0.37
H 5.3753 -2.0883 -0.5371 -0.9431 1.0960 1.1651 0.39
H 5.0838 -1.4498 1.0517 -0.4563 0.0137 -1.6590 0.37
H 2.9929 -1.5934 0.5778 -0.5879 -0.6355 0.3986 0.33
H 3.5332 0.1195 -1.4717 0.6625 0.3548 -0.3652 0.39
H 4.0941 1.3388 0.5964 0.5279 -0.3702 -0.3781 0.22
H 3.1319 0.0763 1.3955 -0.5512 1.5744 -0.5907 0.19
H 2.2023 2.5825 -0.2790 0.0504 0.8989 -1.4086 0.22
H 2.4757 2.5575 1.4642 -1.3247 -0.4609 -1.1504 0.25
H 0.2979 1.6290 1.6564 -1.2712 0.2692 1.4991 0.22
H -0.2074 -0.4343 -1.7856 -0.3148 -0.7383 -0.7982 0.43
H 0.4463 1.1099 -1.9579 0.1671 -1.5659 -0.1665 0.43
H 1.5264 -0.1183 -1.2082 -0.0994 0.0187 -0.0375 0.46
H -1.8028 1.0285 0.8851 -0.6787 1.4227 1.0684 0.22
H -2.1901 -0.3115 -1.7521 0.4378 -0.1682 -1.0974 0.19
H -2.1301 1.5340 -1.5908 0.2886 -0.2783 -0.3116 0.22
H -4.5926 0.6635 -1.4299 -0.1017 -0.2679 -0.8941 0.23
H -3.9708 1.2607 0.0699 0.0461 -0.5268 -0.6510 0.19
H -5.0453 -1.0981 0.1105 0.2564 -0.2763 0.1493 0.23
H -3.6301 -1.5227 -0.8679 -0.1455 -1.1331 0.2910 0.19
H -3.3628 -0.4753 2.1047 0.0575 -1.4790 -1.7596 0.22
H -3.2757 -2.2959 1.5559 -0.3770 1.5836 -0.2878 0.24
H -0.9433 -1.0449 1.6158 1.1519 -0.0755 2.1958 0.21
H -1.2099 -1.7343 0.1063 -0.3581 -1.0646 -0.3182 0.18
```
Forces are in eV/Å.

As for the energy relative to the best compared isomer or geometry (same formula, charge and spin): 110.48 kcal/mol. As for the frontier orbital gap: 10.095 eV. Its net charge is +1. As for the SMILES: NNNCC/C=C(\[NH3+])C1CCCCC1. The value obtained for the total energy is -16693.900 eV.

=====

[2]
ORCA calculation (wB97M-V/def2-TZVPD) on a molecular structure, C10H24BBr3CaCl2FKLiNO9S.

```
55
Properties=species:S:1:pos:R:3:forces:R:3:nbo_charge:R:1
C 0.0932 1.4532 -0.6548 0.0190 1.3228 0.5777 -1.03
B 0.4387 0.8178 0.8111 0.6366 -0.2506 0.3993 1.17
O 1.5169 1.5005 1.5798 -1.8367 0.4585 -0.5419 -0.98
N -0.1500 -0.3761 1.4557 -0.6311 0.5639 -2.1792 -0.74
C 0.7794 -1.5455 1.5457 1.7359 -0.1390 2.1443 -0.33
C 1.5590 -1.3801 2.9523 2.5144 0.4576 3.3073 0.77
O 2.8064 -1.1708 2.9450 -3.1237 -0.5196 -1.0164 -0.66
O 0.9353 -1.4385 4.1713 -0.2765 0.4697 -2.5048 -1.00
C -1.5052 -0.7125 0.9885 -1.0308 -0.5251 -0.2618 -0.31
C -2.5411 0.1183 1.9028 1.6949 -2.8534 5.6273 0.84
O -2.6147 -0.1357 3.1426 -0.5256 1.9961 -6.5240 -0.52
F -3.4443 1.1254 1.3285 3.4461 -3.0188 -2.7488 -0.48
H 0.0239 2.6181 -0.5193 -0.1838 -2.0363 -0.5258 0.16
H -0.8945 1.1420 -1.1075 1.4224 0.2827 0.2761 0.28
H 0.9666 1.3003 -1.3861 -1.3536 -0.0606 0.9518 0.30
H 1.0524 1.9844 2.3090 0.5924 -1.4803 -0.1941 0.48
H 0.2820 -2.5617 1.5938 0.1518 1.4389 -0.3758 0.24
H 1.5924 -1.5281 0.7407 -1.2416 -0.1791 1.0510 0.24
H -1.6959 -0.6058 -0.1242 0.1360 0.2086 1.2864 0.24
H -1.7215 -1.8128 1.2379 0.1264 1.7202 -0.1553 0.27
Li 0.4136 -0.7660 6.1073 0.3858 -0.4462 -1.7762 0.96
O -0.2792 -0.3201 -3.2966 0.1146 0.3068 -0.3163 -0.96
S 0.3852 -1.2428 -4.1814 -0.9914 -1.0785 -0.5383 2.37
O 1.2744 -0.7984 -5.2269 -0.2392 -0.0571 0.5858 -0.87
O -0.7111 -2.2369 -4.8225 1.0504 0.5280 0.7632 -0.70
C -1.8177 -1.6670 -5.5352 -1.0572 0.4777 -0.8386 -0.09
C -1.3978 -1.1464 -6.8924 1.0577 0.4426 0.6233 -0.64
C 1.2410 -2.4437 -3.1917 -1.4495 0.0028 -0.7866 -0.87
H -2.2943 -0.8824 -4.9392 0.1981 -0.0354 0.1125 0.18
H -2.5531 -2.4622 -5.6688 0.2820 -0.1176 0.1488 0.22
H -0.7095 -0.2989 -6.7999 -0.0056 0.0804 -0.0126 0.22
H -2.2697 -0.8083 -7.4620 -0.0772 0.0252 0.1861 0.27
H -0.8810 -1.9210 -7.4588 -0.0293 0.1000 0.1448 0.25
H 0.5687 -2.8119 -2.4215 -0.0175 0.0230 -0.1751 0.27
H 2.1124 -1.9416 -2.7292 -0.9347 1.1905 -0.7847 0.26
H 1.5781 -3.2529 -3.8341 -0.2006 0.2387 -0.1261 0.27
Ca -4.6361 1.9492 2.5894 -2.8592 2.3574 3.1463 0.15
Br -1.5800 1.8245 6.7815 -0.0107 -0.1340 -0.0849 -0.04
C -0.7288 3.5780 6.8506 0.3724 -0.1336 -0.0334 -0.44
C -0.6095 4.0740 8.2701 -0.1876 0.3013 0.1270 -0.46
Br -2.3203 4.7239 8.9369 0.1108 -0.1282 -0.0146 0.01
H -1.3111 4.2384 6.2095 -0.0328 -0.1006 0.1394 0.24
H 0.2595 3.4309 6.4112 -0.0787 0.0407 0.0895 0.22
H 0.0608 4.9332 8.3200 -0.0279 -0.1117 -0.0909 0.24
H -0.2662 3.3097 8.9661 -0.0308 0.0486 -0.1609 0.23
O 1.0807 -4.8372 -1.6096 0.0066 -0.9078 0.1810 -0.97
H 0.9385 -5.6555 -2.1012 -0.1189 0.0733 0.1098 0.47
H 2.0503 -4.7846 -1.5081 -0.5456 0.1149 -0.0282 0.49
O 3.7265 3.6921 0.3051 -0.0598 0.0962 0.0976 -0.90
H 3.6410 4.2463 1.0937 1.0867 -0.1888 -0.0833 0.44
H 3.1542 2.9311 0.4862 1.4528 -0.7944 -0.1189 0.46
Cl -3.0036 -2.5406 -8.5153 -0.7481 -0.6390 -0.6655 -0.55
Br 3.3214 -2.9922 -1.9806 3.4969 -0.8766 1.8425 -0.39
K 1.4203 3.9783 0.8676 -2.2989 1.2220 -0.0319 0.93
Cl 2.6635 0.1088 -6.9331 0.1143 0.2235 -0.2236 -0.23
```
Forces are in eV/Å.

As for the frontier orbital gap: 1.351 eV. The value obtained for the total energy is -315035.556 eV.

=====

[3]
ORCA calculation (wB97M-V/def2-TZVPD) on a molecular structure, C10H24Br2O9S2Si2.

```
49
Properties=species:S:1:pos:R:3:forces:R:3:nbo_charge:R:1
Si 1.4592 -0.7617 0.0076 0.0318 -0.1473 -0.0329 1.22
O 1.2308 0.1688 1.3507 -0.0758 0.0526 -0.1660 -1.25
Si 0.6232 1.7124 1.4407 0.0718 0.0124 0.2013 1.71
C -1.0831 1.7609 0.7155 -0.2594 -0.1445 0.0525 -0.95
C -1.7815 3.1312 0.8360 -0.1420 -0.0827 0.1727 -0.43
C -2.5073 3.5522 -0.4277 0.0755 0.0138 -0.1968 -0.41
Br -4.1685 2.5680 -0.6831 -0.0190 -0.0876 0.0215 -0.03
C 1.7982 2.9529 0.6455 0.1138 0.0670 -0.0337 -0.91
C 1.3849 3.5293 -0.7260 -0.0618 -0.0050 -0.0005 -0.43
C 2.0055 2.7641 -1.8970 0.1566 -0.0472 0.0443 -0.41
Br 0.7417 2.3746 -3.3230 -0.1509 0.0199 -0.0780 -0.03
H 0.9092 -0.0439 -1.1662 0.0111 -0.0162 -0.0476 -0.22
H 0.7580 -2.0479 0.1651 -0.0077 0.0286 0.0538 -0.19
H 2.9055 -0.9857 -0.2017 -0.0238 -0.0081 0.0186 -0.20
H 0.5319 2.0090 2.8913 0.0379 0.0195 -0.0222 -0.22
H -1.1008 1.4035 -0.3212 0.1262 0.0827 0.0286 0.24
H -1.6518 1.0184 1.2891 -0.0067 0.0793 -0.1870 0.27
H -1.0797 3.9372 1.0951 0.0025 -0.0650 -0.0901 0.20
H -2.5012 3.0812 1.6578 0.0884 0.1212 -0.0269 0.24
H -2.7880 4.6032 -0.4322 0.0199 -0.0621 0.0789 0.22
H -1.9222 3.3313 -1.3212 0.0053 0.1151 0.0645 0.21
H 1.9324 3.7653 1.3683 -0.0464 -0.0313 -0.0659 0.25
H 2.7847 2.4776 0.5698 -0.0288 0.0827 0.0452 0.24
H 1.6805 4.5791 -0.7966 -0.0088 -0.0649 -0.0238 0.22
H 0.2988 3.5190 -0.8345 0.0796 -0.0062 0.0292 0.21
H 2.3921 1.7910 -1.5995 -0.0461 0.0581 0.0170 0.21
H 2.8018 3.3226 -2.3827 0.0141 -0.0468 0.0936 0.22
C -1.4539 -2.0605 3.1103 -0.0144 -0.0316 0.0058 -0.10
C -2.0601 -2.0878 4.5018 0.0370 0.0114 -0.0060 -0.10
O -2.9844 -0.9857 4.4799 0.0158 -0.0207 0.0897 -0.69
S -3.6314 -0.8338 3.0334 0.0689 0.1380 -0.0990 2.56
O -4.8985 -1.4644 2.9754 -0.0491 -0.0537 0.0131 -0.89
O -3.4817 0.5200 2.6317 -0.0648 0.0109 0.0900 -0.91
O -2.5804 -1.7523 2.2674 0.0388 -0.0728 -0.0571 -0.69
H -0.6978 -1.2831 3.0023 0.0268 0.0383 -0.0035 0.21
H -1.0577 -3.0198 2.7897 -0.0143 0.0023 -0.0147 0.22
H -1.3408 -1.8949 5.2922 -0.0071 0.0156 -0.0042 0.22
H -2.6040 -3.0128 4.6956 -0.0046 -0.0015 -0.0100 0.20
C 1.2325 -4.3660 -4.0535 -0.0220 0.0040 -0.0126 -0.10
C 1.7107 -2.9251 -4.0598 -0.0221 0.0067 -0.0246 -0.10
O 2.0933 -2.7047 -2.6918 -0.0205 0.0912 0.0354 -0.70
S 2.7128 -4.0352 -2.0676 0.0294 -0.0048 0.1225 2.55
O 4.1281 -4.0102 -2.1418 0.0234 -0.0211 -0.0529 -0.90
O 2.0623 -4.2707 -0.8295 -0.0055 -0.0313 0.0218 -0.90
O 2.1692 -5.0295 -3.1853 0.0040 -0.0112 -0.0820 -0.69
H 0.2296 -4.4617 -3.6370 -0.0007 0.0093 0.0050 0.20
H 1.2887 -4.8461 -5.0261 0.0193 -0.0070 0.0100 0.22
H 0.9318 -2.2076 -4.3013 -0.0008 -0.0007 0.0188 0.22
H 2.5772 -2.7815 -4.7059 0.0050 -0.0091 0.0042 0.20
```
Forces are in eV/Å.

As for the frontier orbital gap: 10.183 eV. The value obtained for the total energy is -206698.122 eV.